ORCA calculation (ωB97M-V/def2-TZVPD) on a cluster of 2 separate species, C2H8N2O2 in total in a non-equilibrium geometry.

Structure (XYZ):
```
14
Properties=species:S:1:pos:R:3
O 2.84048 -4.28323 -1.03584
C 2.47060 -3.23073 -0.46547
O 2.99781 -3.01992 0.72356
H 1.80353 -2.52140 -0.95863
H 3.84750 -3.50902 0.81769
N -3.16112 3.69666 -0.74599
C -2.82950 3.44035 0.68671
N -1.68302 2.50667 0.80314
H -2.74005 4.46206 -1.29622
H -4.19335 3.60654 -0.99003
H -3.64546 3.01442 1.14236
H -2.61916 4.36676 1.23513
H -1.91525 1.56371 0.84853
H -1.18160 2.76117 -0.02811
```

Its SMILES is O=CO.NCN. For the energy relative to the best compared isomer or geometry (same formula, charge and spin), the calculation gives 200.8 kJ/mol. The calculation puts the LUMO energy at 0.816 eV. The calculation puts the total energy at -340.9540 Ha.

These are the Löwdin partial charges, in e, on atoms 1 to 5: -0.002 -0.344 0.065 0.140 0.142

=====

ORCA calculation (ωB97M-V/def2-TZVPD) on an isolated molecule of C5H10O.

Structure (XYZ):
```
16
Properties=species:S:1:pos:R:3
O 2.71074 0.08568 0.13983
C 1.50601 -0.55488 0.52489
C 0.31863 -0.20732 -0.35280
C -1.00943 -0.94530 -0.06473
C -1.75992 0.36270 -0.37830
C -0.43654 1.12940 -0.15472
H 2.67483 0.99936 0.44381
H 1.69855 -1.62968 0.45448
H 1.26332 -0.33731 1.57897
H 0.60890 -0.32877 -1.40339
H -1.08843 -1.21111 0.99776
H -1.23731 -1.83232 -0.66401
H -2.07649 0.40322 -1.42559
H -2.61321 0.62483 0.25419
H -0.35392 1.48370 0.88101
H -0.20574 1.95780 -0.83141
```

Its SMILES is OCC1CCC1. For the energy relative to the best compared isomer or geometry (same formula, charge and spin), the calculation gives 101.2 kJ/mol. The calculation puts the LUMO energy at 1.005 eV. The calculation puts the total energy at -271.7141 Ha.

These are the Löwdin partial charges, in e, on atoms 1 to 5: -0.061 -0.253 -0.312 -0.153 -0.177

=====

ORCA calculation (ωB97M-V/def2-TZVPD) on an isolated molecule of C4H6N2O2 in a non-equilibrium geometry.

Structure (XYZ):
```
14
Properties=species:S:1:pos:R:3
O -3.25581 -0.73287 0.65930
N -2.93640 0.11103 -0.14826
O -3.45774 1.17740 -0.34718
N -1.75481 -0.07429 -0.77858
C -0.87495 -1.49790 -0.16998
C -0.43721 -0.09474 -0.11192
C 0.30439 0.78384 0.81847
C 0.74949 0.71916 -0.67572
H -0.51830 -2.21965 -0.90713
H -1.45854 -1.94859 0.64050
H 0.81903 0.33973 1.64950
H -0.19666 1.85720 0.84077
H 0.59107 1.68395 -1.07393
H 1.61575 0.23847 -1.00614
```

Its SMILES is O=[N+]([O-])N1CC12CC2. For the energy relative to the best compared isomer or geometry (same formula, charge and spin), the calculation gives 760.6 kJ/mol. The calculation puts the LUMO energy at 0.370 eV. The calculation puts the total energy at -415.7509 Ha.

These are the Löwdin partial charges, in e, on atoms 1 to 5: 0.051 -0.466 0.093 0.125 0.124

=====

ORCA calculation (ωB97M-V/def2-TZVPD) on the ion C5H12NS with charge -1 in a non-equilibrium geometry.

Structure (XYZ):
```
19
Properties=species:S:1:pos:R:3
C -1.62345 -0.73858 -0.74839
N -1.04923 -0.42066 0.53075
C -0.99192 -1.54127 1.41760
C 0.36105 0.09940 0.38882
C 0.80632 0.76450 -0.92878
C 1.90113 1.79286 -0.45281
S 1.43999 3.20399 0.64953
H -1.04649 -1.31150 -1.51585
H -2.50840 -1.35893 -0.54998
H -1.95002 0.19000 -1.21928
H -0.66405 -2.45779 0.88631
H -1.96810 -1.78033 1.90134
H -0.31817 -1.48017 2.29482
H 1.02341 -0.80234 0.46598
H 0.61238 0.71995 1.26877
H -0.06178 1.38149 -1.20111
H 1.16440 0.22248 -1.81085
H 2.16108 2.29781 -1.38668
H 2.71186 1.21910 0.00981
```

Its SMILES is CN(C)CCC[S-]. The charge is -1. For the energy relative to the best compared isomer or geometry (same formula, charge and spin), the calculation gives 131.1 kJ/mol. The calculation puts the LUMO energy at 3.600 eV. The calculation puts the total energy at -650.6259 Ha.

These are the Löwdin partial charges, in e, on atoms 1 to 5: -0.155 -0.261 -0.174 -0.251 -0.283

=====

ORCA calculation (ωB97M-V/def2-TZVPD) on a cluster of 3 separate species, C13H32BFNO5P in total in a non-equilibrium geometry.

Structure (XYZ):
```
54
Properties=species:S:1:pos:R:3
C -1.10814 0.59321 -2.57334
N -1.76425 1.57362 -3.46209
C -3.02771 1.08727 -3.99375
P -4.13352 2.51693 -4.45483
C -4.04221 3.52161 -2.89002
C -3.15813 4.72365 -2.95492
O -2.82065 5.35405 -1.97548
F -2.75107 5.09952 -4.16508
B -5.88018 1.63161 -4.52969
O -6.71960 1.94432 -5.57207
O -6.27812 0.66432 -3.64373
C -6.47787 1.07744 -2.30170
H -1.50117 -0.40673 -2.68286
H -0.06416 0.53167 -2.83020
H -1.23335 0.89296 -1.54752
H -1.16505 1.75711 -4.24726
H -3.54608 0.49604 -3.25575
H -2.93015 0.45656 -4.87091
H -5.01260 3.86134 -2.58060
H -3.62679 2.90991 -2.10989
H -6.40251 1.51214 -6.36588
H -6.69943 0.19875 -1.72422
H -5.59750 1.53392 -1.86814
H -7.32575 1.74284 -2.22336
C 2.10448 -1.28870 0.62826
C 1.04355 -0.23050 0.87141
O -0.26720 -0.63086 0.51231
C -0.78115 -1.76142 1.18933
C -0.86802 -1.59510 2.69683
H 2.10609 -1.59478 -0.41900
H 3.09035 -0.89908 0.88039
H 1.94085 -2.18034 1.23429
H 1.25545 0.64425 0.25623
H 1.06641 0.10769 1.91330
H -0.20351 -2.65660 0.93249
H -1.78240 -1.90990 0.78421
H 0.11405 -1.45764 3.15086
H -1.31990 -2.47968 3.14603
H -1.47572 -0.72569 2.95010
C 7.47107 -1.23643 3.20486
C 6.02067 -0.84317 2.98462
O 5.14205 -1.94174 2.82882
C 5.06638 -2.84077 3.91853
C 4.59849 -2.20425 5.21620
H 7.82659 -1.85816 2.38262
H 8.09560 -0.34496 3.26291
H 7.60797 -1.79768 4.12992
H 5.93713 -0.27482 2.05825
H 5.67150 -0.18504 3.78820
H 6.02580 -3.35046 4.06183
H 4.35121 -3.60425 3.61262
H 5.29094 -1.44053 5.57193
H 4.51238 -2.96164 5.99535
H 3.62490 -1.73184 5.07956
```

Its SMILES is CNCP(CC(=O)F)B(O)OC.CCOCC.CCOCC. The calculation puts the LUMO energy at 0.528 eV. The calculation puts the total energy at -1411.5500 Ha.

These are the Löwdin partial charges, in e, on atoms 1 to 5: -0.110 -0.156 -0.437 1.055 -0.291

=====

ORCA calculation (ωB97M-V/def2-TZVPD) on a structure of composition C2H7BO2Tl in a non-equilibrium geometry.

Structure (XYZ):
```
13
Properties=species:S:1:pos:R:3
Tl -24.10269 -20.34167 5.30886
B -20.61997 -18.15833 2.80702
H -21.50077 -17.53528 2.82253
H -20.83264 -19.03746 2.21868
H -19.78472 -17.58659 2.43324
H -20.42719 -18.46125 3.82452
C -21.24781 -23.77244 11.31780
C -21.91427 -22.96437 10.20930
O -22.91772 -23.38948 9.64260
O -21.55535 -21.78133 10.01550
H -21.48234 -23.36803 12.30245
H -20.18352 -23.54822 11.24625
H -21.49292 -24.83391 11.28160
```

The charge is +1. For the energy relative to the best compared isomer or geometry (same formula, charge and spin), the calculation gives 567.5 kJ/mol. The calculation puts the LUMO energy at -10.455 eV. The calculation puts the total energy at -427.5356 Ha.

These are the Löwdin partial charges, in e, on atoms 1 to 5: 0.979 -0.153 -0.007 0.000 0.012